No. 1
C27H19FN3O10PTi | wB97M-V/def2-TZVPD

Results
Charge = -2
Electronic energy = -88381.667 eV
Multiplicity = 1
Lowest unoccupied orbital energy (spin up / spin down) = 4.2 / 4.2 eV
Frontier orbital gap (spin up / spin down) = 3.2 / 3.2 eV
ΔE to the lowest compared entry with this formula, charge and spin = 21.3 kcal per mole
Largest force on an atom = 1.51 eV Å⁻¹

Positions of all 62 atoms, in Å:
Ti 1.246 -0.022 1.475
O 0.414 1.797 4.903
C 0.947 1.243 3.950
O 0.382 1.060 2.768
C 2.341 0.718 3.956
C 3.311 0.819 4.914
C 4.615 0.341 4.638
C 4.897 -0.188 3.369
C 3.893 -0.296 2.435
N 2.611 0.099 2.757
C 3.926 -0.787 1.046
O 4.934 -1.163 0.451
O 2.708 -0.752 0.521
H 3.064 1.276 5.864
H 5.392 0.407 5.390
H 5.893 -0.522 3.104
O -0.574 -3.193 3.511
C -0.169 -2.607 2.515
O 0.642 -1.614 2.496
C -0.639 -3.110 1.136
P -0.173 -1.895 -0.166
C -0.535 -2.853 -1.706
C -1.477 -3.876 -1.804
C -1.689 -4.533 -3.007
C -0.965 -4.178 -4.138
C -0.019 -3.167 -4.054
C 0.199 -2.519 -2.845
C -1.683 -0.830 -0.162
C -2.186 -0.341 1.043
C -3.193 0.615 1.055
C -3.721 1.091 -0.136
C -3.239 0.599 -1.342
C -2.227 -0.349 -1.355
H -1.709 -3.314 1.174
H -0.120 -4.051 0.939
H -2.060 -4.159 -0.936
H -2.428 -5.324 -3.065
H -1.137 -4.688 -5.078
H 0.556 -2.888 -4.929
H 0.951 -1.741 -2.767
H -1.767 -0.673 1.986
H -3.549 1.002 2.001
H -4.490 1.855 -0.127
H -3.648 0.968 -2.277
H -1.850 -0.715 -2.302
F -3.088 4.130 -0.111
C -2.211 3.801 -1.079
C -0.944 3.495 -0.763
N -0.016 3.159 -1.715
C 1.362 2.922 -1.294
C 1.406 1.923 -0.142
O 2.253 2.050 0.740
O 0.524 1.010 -0.148
C -0.360 3.050 -3.043
O 0.420 2.765 -3.931
N -1.691 3.312 -3.307
C -2.692 3.749 -2.434
O -3.801 4.019 -2.851
H -0.610 3.469 0.267
H 1.834 3.847 -0.964
H 1.901 2.520 -2.148
H -1.962 3.235 -4.276



No. 2
C27H20BrN5O3PSSe2V | wB97M-V/def2-TZVPD

Results
Charge = -1
Electronic energy = -288469.721 eV
Multiplicity = 4
Lowest unoccupied orbital energy (spin up / spin down) = 1.6 / 1.6 eV
Frontier orbital gap (spin up / spin down) = 6.1 / 7.1 eV
ΔE to the lowest compared entry with this formula, charge and spin = 36.8 kcal per mole
Largest force on an atom = 2.08 eV Å⁻¹

Positions of all 61 atoms, in Å:
V -2.071 0.081 -0.812
Se -1.792 -0.088 1.841
P 0.332 -0.234 1.463
Se 0.959 -0.770 -0.526
C 1.086 1.361 1.943
C 1.860 2.093 1.055
C 2.386 3.324 1.433
C 2.150 3.817 2.705
C 1.377 3.085 3.600
C 0.840 1.868 3.219
C 1.062 -1.412 2.671
C 2.240 -2.088 2.367
C 2.759 -3.025 3.249
C 2.105 -3.296 4.443
C 0.938 -2.615 4.758
C 0.416 -1.681 3.874
H 2.038 1.701 0.063
H 2.970 3.897 0.723
H 2.555 4.777 2.999
H 1.180 3.473 4.591
H 0.202 1.320 3.902
H 2.736 -1.885 1.426
H 3.669 -3.554 2.995
H 2.494 -4.048 5.117
H 0.421 -2.822 5.686
H -0.515 -1.178 4.102
S -2.879 0.122 -3.235
C -1.657 -0.964 -3.588
N -1.975 -2.296 -3.680
C -1.084 -3.265 -3.961
C 0.213 -2.929 -4.160
C 0.520 -1.554 -4.030
N -0.352 -0.620 -3.773
H -2.946 -2.517 -3.495
H -1.463 -4.276 -4.002
H 0.963 -3.668 -4.390
H 1.550 -1.221 -4.132
N -1.257 -3.838 -0.961
C -2.364 -3.036 -0.835
O -2.149 -1.797 -0.897
C -3.641 -3.611 -0.711
C -3.745 -5.019 -0.609
N -3.743 -6.172 -0.526
C -4.797 -2.791 -0.683
N -5.729 -2.112 -0.667
H -0.397 -3.365 -0.711
H -1.346 -4.799 -0.671
Br 1.517 7.346 -0.779
C 1.047 5.558 -1.234
C 1.918 4.817 -2.016
C 1.570 3.515 -2.347
C 0.378 2.966 -1.893
C -0.477 3.724 -1.104
C -0.146 5.034 -0.777
C -1.783 3.161 -0.576
O -2.597 3.884 -0.035
O -1.906 1.889 -0.762
H 2.845 5.253 -2.363
H 2.234 2.924 -2.965
H 0.112 1.950 -2.153
H -0.831 5.607 -0.168



No. 3
C27H20F4N6PPdS2 | wB97M-V/def2-TZVPD

Results
Charge = +1
Electronic energy = -82566.751 eV
Multiplicity = 1
Lowest unoccupied orbital energy = -5.8 eV
Frontier orbital gap = 5.3 eV
ΔE to the lowest compared entry with this formula, charge and spin = 0.8 kcal per mole
Largest force on an atom = 0.22 eV Å⁻¹

Positions of all 61 atoms, in Å:
Pd 2.226 2.077 -1.053
N 4.071 1.738 -0.076
C 4.093 2.284 1.305
C 3.946 3.797 1.309
C 2.574 4.306 0.902
N 2.283 4.055 -0.532
H 4.215 0.733 -0.045
H 4.850 2.117 -0.608
H 5.028 2.004 1.794
H 3.269 1.821 1.849
H 4.724 4.251 0.683
H 4.140 4.146 2.324
H 2.508 5.379 1.091
H 1.792 3.806 1.473
H 2.935 4.570 -1.119
H 1.351 4.399 -0.760
S 0.075 1.574 1.288
P -0.891 1.606 -0.428
S 0.148 2.505 -1.985
C -1.348 -0.073 -0.976
C -1.789 -0.972 -0.005
C -2.248 -2.227 -0.379
C -2.263 -2.596 -1.719
C -1.813 -1.708 -2.686
C -1.359 -0.447 -2.316
C -2.468 2.482 -0.363
C -2.816 3.209 0.769
C -4.021 3.898 0.800
C -4.870 3.861 -0.295
C -4.523 3.133 -1.427
C -3.325 2.441 -1.462
H -1.780 -0.680 1.039
H -2.616 -2.911 0.377
H -2.630 -3.572 -2.011
H -1.817 -1.994 -3.730
H -1.011 0.246 -3.073
H -2.149 3.223 1.621
H -4.297 4.460 1.682
H -5.810 4.398 -0.268
H -5.189 3.102 -2.279
H -3.062 1.868 -2.344
F 0.278 -4.936 -1.893
C 0.423 -4.419 -0.685
C -0.016 -5.107 0.379
F -0.581 -6.283 0.185
C 0.072 -4.598 1.739
C 0.733 -3.307 1.855
C 1.160 -2.621 0.788
F 1.788 -1.464 0.969
C 1.006 -3.099 -0.569
C 1.379 -2.356 -1.649
C 1.773 -0.988 -1.523
N 2.059 0.120 -1.528
C 1.334 -2.795 -3.012
N 1.362 -3.132 -4.110
F 0.931 -2.801 3.058
C -0.427 -5.265 2.812
C -0.387 -4.753 4.152
N -0.419 -4.365 5.232
C -1.064 -6.548 2.727
N -1.541 -7.592 2.705



No. 4
C27H20F7IrN3OS2 | wB97M-V/def2-TZVPD

Results
Charge = +2
Electronic energy = -78353.860 eV
Multiplicity = 6
Lowest unoccupied orbital energy (spin up / spin down) = -6.2 / -9.1 eV
Frontier orbital gap (spin up / spin down) = 5.9 / 5.3 eV
ΔE to the lowest compared entry with this formula, charge and spin = 10.5 kcal per mole
Largest force on an atom = 2.34 eV Å⁻¹

Positions of all 61 atoms, in Å:
Ir -0.007 0.023 0.799
N 2.951 2.789 2.148
C 3.282 2.653 3.469
C 4.231 3.500 4.049
C 4.564 3.351 5.374
C 3.955 2.362 6.168
C 3.007 1.534 5.627
C 2.659 1.671 4.275
S 1.433 0.653 3.638
N 1.466 0.930 2.011
C 2.154 1.957 1.410
C 1.996 2.145 0.014
C 2.777 3.003 -0.784
C 2.527 3.095 -2.132
C 1.498 2.336 -2.703
C 0.767 1.511 -1.881
N 1.005 1.415 -0.571
H 3.381 3.557 1.658
H 4.703 4.263 3.442
H 5.307 4.003 5.812
H 4.233 2.255 7.207
H 2.518 0.779 6.231
H 3.595 3.569 -0.359
H 3.130 3.744 -2.753
H 1.286 2.383 -3.761
H -0.038 0.898 -2.268
F -1.328 2.007 2.343
C -1.554 0.717 2.029
F -1.457 -0.027 3.156
H -2.560 0.614 1.615
O -1.314 -0.966 -0.471
S -2.288 -2.138 -0.625
C -1.817 -2.906 -2.168
C -0.733 -2.442 -2.892
C -0.399 -3.087 -4.073
C -1.128 -4.190 -4.495
C -2.211 -4.644 -3.751
C -2.560 -4.005 -2.574
C -3.824 -1.345 -1.126
C -3.774 -0.342 -2.084
C -4.960 0.258 -2.469
C -6.164 -0.147 -1.903
C -6.191 -1.152 -0.946
C -5.008 -1.757 -0.542
H -0.153 -1.599 -2.541
H 0.433 -2.729 -4.664
H -0.841 -4.712 -5.398
H -2.777 -5.503 -4.083
H -3.402 -4.357 -1.989
H -2.832 -0.043 -2.526
H -4.943 1.035 -3.221
H -7.087 0.328 -2.206
H -7.129 -1.464 -0.508
H -5.023 -2.533 0.213
F 0.558 -2.866 0.382
C 1.282 -1.810 0.772
F 1.693 -2.038 2.029
C 2.509 -1.685 -0.140
F 3.206 -2.799 -0.211
F 3.298 -0.703 0.324
F 2.098 -1.348 -1.376



No. 5
C27H20F9N7O3PRu | wB97M-V/def2-TZVPD

Results
Charge = +1
Electronic energy = -81221.314 eV
Multiplicity = 5
Lowest unoccupied orbital energy (spin up / spin down) = -3.8 / -5.6 eV
Frontier orbital gap (spin up / spin down) = 7.6 / 5.8 eV
ΔE to the lowest compared entry with this formula, charge and spin = 16.9 kcal per mole
Largest force on an atom = 0.52 eV Å⁻¹

Positions of all 68 atoms, in Å:
Ru 0.012 -0.181 0.282
O 0.710 2.090 0.518
C 0.308 3.187 0.059
C 1.248 4.282 0.008
C 0.920 5.467 -0.565
C -0.376 5.647 -1.091
C -1.327 4.644 -1.006
C -1.044 3.409 -0.438
C -2.072 2.401 -0.294
N -2.002 1.246 0.368
C -3.256 0.705 0.320
C -4.090 1.518 -0.388
N -3.333 2.581 -0.767
H 2.228 4.087 0.422
H 1.637 6.274 -0.621
H -0.639 6.585 -1.559
H -2.315 4.867 -1.383
H -3.474 -0.250 0.759
H -5.127 1.433 -0.655
H -3.655 3.337 -1.344
O -1.597 -1.473 0.307
N -1.408 -2.735 0.119
N -0.209 -3.114 0.214
O 0.750 -2.279 0.502
C 0.113 -4.502 -0.003
C -0.912 -5.409 -0.244
C -0.571 -6.735 -0.449
C 0.760 -7.132 -0.414
C 1.761 -6.204 -0.175
C 1.446 -4.869 0.035
H -1.939 -5.084 -0.275
H -1.349 -7.460 -0.640
H 1.016 -8.169 -0.578
H 2.796 -6.514 -0.154
H 2.209 -4.128 0.216
N 2.186 2.699 5.522
C 1.521 1.900 5.036
C 0.692 0.911 4.412
C -0.126 0.065 5.155
C -0.888 -0.868 4.476
C -0.817 -0.928 3.097
N -0.033 -0.106 2.385
C 0.713 0.797 3.029
H -0.155 0.143 6.233
H -1.541 -1.548 5.002
H -1.392 -1.643 2.530
H 1.329 1.442 2.422
F 0.083 -1.055 -1.734
P -0.473 -0.035 -3.011
F 1.048 0.048 -3.502
F -0.745 -1.306 -3.892
F -0.114 1.171 -1.900
F -1.928 -0.112 -2.344
F -0.946 1.028 -4.071
F 7.086 -0.191 0.977
C 6.472 0.035 -0.189
F 6.877 -0.903 -1.056
F 6.882 1.223 -0.651
C 4.969 0.005 -0.041
C 4.172 0.518 -1.051
C 2.799 0.477 -0.895
N 2.224 -0.042 0.191
C 2.994 -0.560 1.150
C 4.374 -0.551 1.080
H 4.597 0.949 -1.946
H 2.139 0.869 -1.656
H 2.485 -1.011 1.990
H 4.961 -0.968 1.885



No. 6
C27H20N10O9PtS | wB97M-V/def2-TZVPD

Results
Charge = 0
Electronic energy = -75720.069 eV
Multiplicity = 3
Lowest unoccupied orbital energy (spin up / spin down) = -1.1 / -3.8 eV
Frontier orbital gap (spin up / spin down) = 6.0 / 4.3 eV
ΔE to the lowest compared entry with this formula, charge and spin = 0.0 kcal per mole
Largest force on an atom = 4.24 eV Å⁻¹

Positions of all 68 atoms, in Å:
Pt 0.293 0.697 -2.184
N 1.881 -4.759 5.007
C 2.002 -3.764 4.093
C 3.246 -3.070 4.004
C 3.444 -1.997 3.148
C 2.374 -1.500 2.394
C 1.131 -2.165 2.484
C 0.918 -3.296 3.285
S 2.458 0.036 1.514
O 3.806 0.572 1.480
O 1.409 0.816 2.147
N 1.896 -0.284 0.014
C 2.704 -0.377 -1.055
N 3.948 -0.881 -1.018
C 4.726 -0.732 -2.088
C 4.320 -0.066 -3.227
C 2.979 0.352 -3.301
N 2.162 0.130 -2.226
H 2.739 -4.980 5.537
H 1.124 -5.443 4.972
H 4.135 -3.403 4.498
H 4.454 -1.583 3.197
H 0.257 -1.801 1.837
H -0.071 -3.707 3.296
H 5.676 -1.260 -2.012
H 4.966 0.030 -4.119
H 2.585 1.012 -4.059
C -1.067 -3.308 -2.492
C -0.405 -2.080 -2.738
N -0.517 -1.044 -1.872
C -1.268 -1.198 -0.773
C -1.707 -2.462 -0.326
C -1.545 -3.551 -1.223
C -2.063 -2.842 1.022
C -3.013 -2.257 1.837
C -4.083 -1.461 1.247
C -4.834 -0.540 1.998
C -5.722 0.295 1.364
N -5.946 0.223 0.066
C -5.296 -0.742 -0.540
N -4.398 -1.595 -0.055
H -1.245 -3.950 -3.324
H 0.168 -1.947 -3.647
H -1.557 -0.288 -0.238
H -1.843 -4.567 -0.885
H -1.511 -3.714 1.432
H -3.112 -2.460 2.892
H -4.685 -0.598 3.080
H -6.268 1.084 1.930
H -5.467 -0.831 -1.628
O -0.055 7.493 0.734
N -0.702 6.439 0.730
O -1.527 6.028 1.524
C -0.478 5.572 -0.435
C 0.692 5.685 -1.230
C 0.825 4.687 -2.185
C 0.109 3.517 -2.264
O 0.706 2.526 -2.795
C -1.087 3.497 -1.550
C -1.419 4.550 -0.636
N -1.884 2.381 -1.485
O -2.730 2.134 -0.632
O -1.668 1.460 -2.397
N 1.777 4.733 -3.240
O 2.695 5.524 -3.170
O 1.557 4.124 -4.329
H 1.457 6.464 -1.180
H -2.449 4.442 -0.203



No. 7
C27H20N6O2Tc | wB97M-V/def2-TZVPD

Results
Charge = +2
Electronic energy = -43544.959 eV
Multiplicity = 2
Lowest unoccupied orbital energy (spin up / spin down) = -6.8 / -7.9 eV
Frontier orbital gap (spin up / spin down) = 6.8 / 6.3 eV
ΔE to the lowest compared entry with this formula, charge and spin = 4.6 kcal per mole
Largest force on an atom = 1.65 eV Å⁻¹

Positions of all 56 atoms, in Å:
Tc 0.182 -0.194 0.051
O 0.267 -3.950 -1.715
C -0.032 -2.998 -1.047
N 0.838 -2.077 -0.458
C 2.162 -2.414 -0.304
C 2.768 -3.662 -0.517
C 4.119 -3.792 -0.305
C 4.903 -2.693 0.109
C 4.336 -1.476 0.367
C 2.947 -1.320 0.185
N 2.209 -0.188 0.358
C 2.819 0.971 0.846
O 3.829 1.026 1.494
C 2.095 2.186 0.400
C 2.640 3.438 0.622
C 1.991 4.544 0.105
C 0.853 4.333 -0.657
C 0.377 3.044 -0.827
N 0.961 1.976 -0.280
C -1.451 -2.705 -0.712
C -2.423 -3.649 -0.988
C -3.729 -3.390 -0.614
C -3.990 -2.200 0.049
C -2.957 -1.315 0.293
N -1.694 -1.539 -0.097
H 2.192 -4.507 -0.844
H 4.583 -4.755 -0.467
H 5.971 -2.811 0.235
H 4.943 -0.657 0.708
H 3.566 3.511 1.176
H 2.371 5.543 0.273
H 0.336 5.155 -1.132
H -0.486 2.883 -1.450
H -2.128 -4.565 -1.482
H -4.520 -4.097 -0.823
H -4.988 -1.948 0.378
H -3.173 -0.409 0.837
N -0.030 0.039 2.555
C -1.128 0.941 2.804
C -1.521 1.290 4.070
C -2.616 2.147 4.282
C -3.324 2.632 3.220
C -2.959 2.280 1.903
C -3.690 2.705 0.774
C -3.325 2.280 -0.476
C -2.205 1.457 -0.602
N -1.463 1.073 0.425
C -1.834 1.441 1.690
H 0.830 0.397 2.961
H -0.199 -0.860 2.997
H -0.981 0.895 4.922
H -2.898 2.408 5.293
H -4.179 3.279 3.368
H -4.551 3.348 0.912
H -3.878 2.567 -1.359
H -1.912 1.086 -1.580



No. 8
C27H20N7O4PdS2 | wB97M-V/def2-TZVPD

Results
Charge = -1
Electronic energy = -72098.576 eV
Multiplicity = 1
Lowest unoccupied orbital energy = 2.4 eV
Frontier orbital gap = 7.0 eV
ΔE to the lowest compared entry with this formula, charge and spin = 0.0 kcal per mole
Largest force on an atom = 0.47 eV Å⁻¹

Positions of all 61 atoms, in Å:
Pd 0.182 0.032 -1.158
O -0.200 2.889 1.307
C -0.719 1.758 1.235
N -1.813 1.393 0.606
C -2.385 0.164 0.917
C -2.990 -0.069 2.158
C -3.641 -1.262 2.437
C -3.712 -2.256 1.476
C -3.099 -2.062 0.245
C -2.426 -0.879 -0.029
N -1.683 -0.698 -1.211
C -2.145 -1.073 -2.403
O -3.191 -1.655 -2.690
C -1.209 -0.660 -3.512
C -1.481 -0.950 -4.835
C -0.588 -0.530 -5.806
C 0.542 0.176 -5.425
C 0.750 0.429 -4.083
N -0.111 0.016 -3.154
C 0.148 0.633 1.792
C 0.555 0.540 3.115
C 1.364 -0.509 3.501
C 1.786 -1.426 2.547
C 1.378 -1.255 1.241
N 0.564 -0.254 0.880
H -2.965 0.730 2.891
H -4.108 -1.405 3.405
H -4.234 -3.183 1.679
H -3.133 -2.830 -0.516
H -2.385 -1.500 -5.053
H -0.768 -0.752 -6.850
H 1.270 0.515 -6.148
H 1.617 0.964 -3.727
H 0.225 1.298 3.811
H 1.677 -0.610 4.533
H 2.438 -2.252 2.792
H 1.707 -1.922 0.451
N 2.406 -5.344 2.191
C 2.790 -4.623 1.055
C 3.979 -3.897 1.041
C 4.358 -3.189 -0.090
C 3.563 -3.223 -1.226
C 2.390 -3.968 -1.231
C 2.003 -4.659 -0.099
S 3.935 -2.170 -2.601
O 3.589 -2.903 -3.790
O 5.304 -1.726 -2.425
N 2.879 -1.004 -2.412
C 3.107 0.058 -1.649
S 4.648 0.752 -1.181
C 3.821 2.008 -0.317
C 2.490 1.868 -0.427
N 2.090 0.780 -1.180
H 2.807 -5.009 3.053
H 1.410 -5.474 2.276
H 4.605 -3.876 1.927
H 5.271 -2.608 -0.101
H 1.776 -3.981 -2.122
H 1.079 -5.224 -0.097
H 4.357 2.757 0.241
H 1.729 2.475 0.050